Entry 1:
{
  "formula": "C46H96F3I3N9O9P3S",
  "method": "ωB97M-V/def2-TZVPD",
  "elements": ["C", "C", "C", "C", "C", "C", "C", "O", "O", "C", "C", "C", "C", "I", "C", "C", "I", "C", "I", "C", "C", "C", "C", "C", "C", "C", "O", "S", "O", "O", "C", "C", "C", "C", "F", "F", "F", "O", "C", "C", "C", "H", "H", "H", "H", "H", "H", "H", "H", "H", "H", "H", "H", "H", "H", "H", "H", "H", "H", "H", "H", "H", "H", "H", "H", "H", "H", "H", "H", "H", "H", "H", "H", "H", "H", "H", "H", "H", "H", "H", "H", "H", "H", "C", "N", "C", "P", "O", "N", "C", "C", "N", "C", "C", "H", "H", "H", "H", "H", "H", "H", "H", "H", "H", "H", "H", "H", "H", "H", "H", "H", "H", "C", "N", "C", "P", "O", "N", "C", "C", "N", "C", "C", "H", "H", "H", "H", "H", "H", "H", "H", "H", "H", "H", "H", "H", "H", "H", "H", "H", "H", "C", "N", "C", "P", "O", "N", "C", "C", "N", "C", "C", "H", "H", "H", "H", "H", "H", "H", "H", "H", "H", "H", "H", "H", "H", "H", "H", "H", "H"],
  "coordinates": [[3.50, -0.34, 3.44], [3.21, -0.06, 2.33], [2.92, 0.23, 0.92], [3.89, 1.29, 0.32], [4.62, 2.21, 1.32], [6.11, 1.81, 1.55], [6.38, 0.90, 2.71], [6.84, -0.20, 2.53], [6.14, 1.37, 3.95], [6.94, 0.76, 4.97], [6.30, -0.48, 5.59], [1.39, 0.69, 0.87], [1.19, 2.02, 1.57], [1.68, 3.90, 0.66], [0.70, 2.14, 2.81], [0.48, 3.44, 3.53], [0.11, 0.48, 3.98], [0.74, 0.55, -0.55], [-0.58, -1.23, -0.55], [-0.22, 1.67, -0.98], [-1.46, 1.88, -0.07], [-2.78, 1.62, -0.82], [-3.92, 1.12, 0.12], [-4.54, -0.17, -0.42], [-5.24, 0.04, -1.77], [-5.05, -1.18, -2.68], [1.67, 0.41, -1.63], [2.69, -0.82, -1.54], [2.21, -1.98, -2.23], [3.87, -0.37, -2.23], [3.13, -1.18, 0.19], [4.58, -1.65, 0.38], [5.18, -2.57, -0.73], [6.55, -2.09, -1.16], [7.12, -3.10, -1.91], [7.38, -1.92, -0.11], [6.54, -1.01, -1.95], [2.28, -2.04, 0.90], [2.23, -3.40, 0.50], [1.40, -4.16, 1.56], [-0.09, -4.29, 1.25], [3.66, -0.53, 4.48], [4.67, 0.84, -0.28], [3.30, 1.86, -0.40], [4.09, 2.40, 2.24], [4.69, 3.18, 0.81], [6.54, 1.45, 0.62], [6.61, 2.76, 1.78], [7.97, 0.57, 4.66], [7.00, 1.50, 5.77], [5.95, -1.11, 4.77], [7.06, -1.08, 6.10], [5.48, -0.21, 6.25], [0.87, -0.06, 1.46], [1.42, 3.99, 3.63], [0.05, 3.29, 4.52], [-0.19, 4.07, 2.94], [-0.63, 1.30, -1.92], [0.29, 2.59, -1.24], [-1.48, 2.94, 0.21], [-1.40, 1.31, 0.86], [-2.65, 0.85, -1.58], [-3.10, 2.56, -1.26], [-4.69, 1.89, 0.11], [-3.56, 0.98, 1.14], [-3.72, -0.87, -0.60], [-5.24, -0.61, 0.30], [-6.31, 0.23, -1.60], [-4.84, 0.91, -2.30], [-5.50, -2.06, -2.20], [-3.99, -1.38, -2.80], [-5.55, -1.06, -3.64], [4.57, -2.23, 1.30], [5.29, -0.85, 0.56], [5.38, -3.55, -0.29], [4.54, -2.75, -1.58], [3.20, -3.91, 0.47], [1.74, -3.58, -0.46], [1.84, -5.16, 1.65], [1.59, -3.66, 2.51], [-0.31, -4.39, 0.19], [-0.61, -3.42, 1.65], [-0.48, -5.17, 1.76], [2.98, 1.12, -8.33], [3.28, 2.49, -8.02], [2.71, 3.44, -8.96], [4.04, 3.17, -6.63], [2.83, 3.70, -5.91], [4.56, 2.06, -5.42], [4.81, 0.65, -5.61], [4.04, 2.27, -4.07], [5.58, 3.15, -7.36], [5.98, 2.51, -8.59], [6.71, 3.54, -6.52], [3.43, 0.82, -9.29], [1.90, 0.95, -8.40], [3.36, 0.42, -7.59], [3.50, 3.97, -9.52], [2.10, 4.19, -8.45], [2.07, 2.94, -9.69], [3.88, 0.07, -5.60], [5.44, 0.27, -4.81], [5.35, 0.44, -6.54], [3.02, 1.87, -3.98], [4.02, 3.32, -3.81], [4.67, 1.77, -3.33], [6.02, 1.42, -8.50], [6.98, 2.85, -8.89], [5.33, 2.77, -9.43], [7.16, 2.67, -6.03], [6.39, 4.24, -5.74], [7.48, 4.05, -7.10], [-6.53, 4.54, -0.17], [-5.78, 4.46, 1.06], [-6.14, 3.32, 1.89], [-4.46, 5.40, 1.61], [-3.33, 4.43, 1.35], [-3.91, 6.66, 0.56], [-4.68, 7.28, -0.49], [-2.51, 6.62, 0.17], [-5.45, 6.49, 2.46], [-6.89, 6.61, 2.41], [-4.79, 7.65, 3.06], [-7.60, 4.69, 0.03], [-6.43, 3.63, -0.76], [-6.23, 5.36, -0.81], [-6.61, 3.64, 2.83], [-5.25, 2.73, 2.14], [-6.84, 2.66, 1.38], [-4.69, 6.68, -1.40], [-4.25, 8.26, -0.75], [-5.71, 7.49, -0.19], [-2.34, 5.91, -0.65], [-1.87, 6.34, 1.00], [-2.17, 7.61, -0.17], [-7.23, 7.04, 1.46], [-7.24, 7.26, 3.21], [-7.39, 5.66, 2.57], [-4.79, 8.51, 2.38], [-3.76, 7.42, 3.32], [-5.28, 7.94, 3.99], [-2.25, -7.99, 4.92], [-3.55, -7.38, 4.92], [-3.98, -6.92, 6.23], [-4.57, -6.95, 3.60], [-4.33, -5.47, 3.55], [-3.98, -7.33, 2.02], [-2.96, -8.30, 1.71], [-3.88, -6.21, 1.08], [-5.42, -8.42, 3.66], [-5.11, -9.61, 4.43], [-6.41, -8.66, 2.61], [-2.25, -8.91, 5.52], [-1.49, -7.32, 5.33], [-1.90, -8.28, 3.93], [-4.85, -7.49, 6.58], [-4.26, -5.86, 6.21], [-3.19, -7.04, 6.97], [-1.95, -7.91, 1.88], [-3.02, -8.59, 0.65], [-3.08, -9.23, 2.27], [-2.97, -5.62, 1.25], [-4.74, -5.55, 1.15], [-3.85, -6.58, 0.05], [-4.24, -10.14, 4.03], [-5.95, -10.30, 4.42], [-4.93, -9.39, 5.48], [-5.97, -9.20, 1.76], [-6.81, -7.72, 2.23], [-7.26, -9.24, 2.98]],
  "e_homo_ev": -7.75,
  "homo_lumo_gap_ev": 7.7,
  "de_lowest_kj_mol": 0.0,
  "multiplicity": 1,
  "smiles": "C#C[C@]1(CCCC(=O)OCC)[C@@H](/C(I)=C(/C)I)[C@@](I)(CCCCCCC)OS(=O)(=O)[C@]1(CCC(F)(F)F)OCCC.CN(C)P(=O)(N(C)C)N(C)C.CN(C)P(=O)(N(C)C)N(C)C.CN(C)P(=O)(N(C)C)N(C)C",
  "total_energy_ev": -152247.063
}



Entry 2:
{
  "formula": "C47H101N5O7",
  "method": "ωB97M-V/def2-TZVPD",
  "elements": ["C", "C", "C", "C", "C", "C", "C", "C", "C", "N", "O", "H", "H", "H", "H", "H", "H", "H", "H", "H", "H", "H", "H", "H", "H", "H", "H", "H", "H", "H", "C", "C", "C", "C", "C", "C", "C", "C", "C", "N", "O", "H", "H", "H", "H", "H", "H", "H", "H", "H", "H", "H", "H", "H", "H", "H", "H", "H", "H", "H", "C", "C", "C", "C", "C", "C", "C", "C", "C", "N", "O", "H", "H", "H", "H", "H", "H", "H", "H", "H", "H", "H", "H", "H", "H", "H", "H", "H", "H", "H", "C", "C", "C", "C", "C", "C", "C", "C", "C", "N", "O", "H", "H", "H", "H", "H", "H", "H", "H", "H", "H", "H", "H", "H", "H", "H", "H", "H", "H", "H", "C", "C", "C", "C", "C", "C", "C", "C", "C", "N", "O", "H", "H", "H", "H", "H", "H", "H", "H", "H", "H", "H", "H", "H", "H", "H", "H", "H", "H", "H", "O", "C", "C", "O", "H", "H", "H", "H", "H", "H"],
  "coordinates": [[-23.95, -7.25, 11.15], [-23.88, -7.43, 9.63], [-24.52, -6.13, 9.02], [-22.38, -7.22, 9.27], [-21.31, -8.29, 9.30], [-21.95, -9.39, 8.58], [-23.36, -9.84, 9.15], [-23.71, -11.05, 8.30], [-23.24, -10.41, 10.61], [-24.34, -8.78, 9.02], [-25.58, -9.19, 9.32], [-23.92, -6.19, 11.41], [-24.97, -7.46, 11.45], [-23.17, -7.64, 11.81], [-24.24, -5.11, 9.31], [-24.50, -6.18, 7.93], [-25.55, -6.28, 9.33], [-22.37, -6.73, 8.29], [-21.98, -6.49, 9.97], [-20.32, -7.91, 9.05], [-21.23, -8.88, 10.21], [-21.22, -10.20, 8.51], [-22.02, -9.13, 7.53], [-23.89, -10.73, 7.27], [-24.54, -11.64, 8.66], [-22.97, -11.85, 8.31], [-24.18, -10.86, 10.94], [-22.84, -9.65, 11.27], [-22.54, -11.23, 10.79], [-26.03, -8.88, 8.53], [-28.95, -15.94, 15.80], [-30.32, -15.12, 15.77], [-31.35, -16.01, 15.15], [-30.82, -14.90, 17.25], [-31.94, -13.84, 17.46], [-31.46, -12.50, 16.80], [-31.03, -12.61, 15.38], [-32.21, -12.72, 14.34], [-30.29, -11.38, 14.99], [-30.08, -13.74, 15.18], [-29.65, -13.96, 13.95], [-28.79, -16.52, 14.89], [-28.19, -15.16, 15.91], [-28.92, -16.53, 16.71], [-32.39, -15.98, 15.49], [-31.48, -15.99, 14.07], [-31.01, -17.01, 15.41], [-31.17, -15.87, 17.61], [-29.97, -14.55, 17.82], [-32.94, -14.16, 17.17], [-32.14, -13.69, 18.52], [-30.65, -12.02, 17.35], [-32.24, -11.74, 16.86], [-33.08, -12.16, 14.70], [-32.42, -13.78, 14.23], [-31.97, -12.31, 13.36], [-30.02, -11.16, 13.96], [-29.37, -11.29, 15.57], [-30.80, -10.48, 15.33], [-28.92, -13.37, 13.75], [-24.87, -10.93, 13.93], [-24.37, -11.85, 15.12], [-25.55, -12.10, 16.15], [-24.10, -13.28, 14.51], [-22.80, -13.34, 13.65], [-21.59, -12.93, 14.51], [-21.71, -11.53, 15.29], [-20.74, -11.71, 16.55], [-21.31, -10.39, 14.31], [-23.13, -11.29, 15.75], [-23.39, -10.10, 16.38], [-24.05, -10.77, 13.23], [-25.72, -11.33, 13.39], [-25.17, -9.92, 14.23], [-25.32, -12.89, 16.85], [-25.90, -11.23, 16.71], [-26.44, -12.39, 15.60], [-24.13, -14.16, 15.16], [-24.89, -13.51, 13.79], [-22.52, -14.27, 13.14], [-22.81, -12.53, 12.92], [-20.80, -12.86, 13.77], [-21.22, -13.66, 15.23], [-19.84, -12.30, 16.39], [-21.25, -12.25, 17.34], [-20.55, -10.69, 16.90], [-21.53, -10.74, 13.30], [-20.24, -10.25, 14.35], [-21.77, -9.40, 14.37], [-23.51, -9.39, 15.74], [-27.90, -7.74, 13.02], [-28.75, -6.66, 12.32], [-30.08, -7.29, 12.02], [-28.78, -5.62, 13.56], [-29.19, -4.20, 13.11], [-28.39, -3.81, 11.81], [-28.50, -4.81, 10.70], [-29.90, -4.75, 10.11], [-27.46, -4.28, 9.64], [-28.06, -6.08, 11.14], [-27.90, -7.01, 10.04], [-27.66, -8.60, 12.39], [-27.08, -7.39, 13.64], [-28.51, -8.17, 13.81], [-30.85, -6.53, 12.14], [-30.20, -7.95, 11.16], [-30.39, -7.96, 12.83], [-29.58, -5.95, 14.22], [-27.91, -5.59, 14.22], [-30.24, -3.98, 12.92], [-28.92, -3.60, 13.98], [-27.36, -3.75, 12.16], [-28.55, -2.83, 11.37], [-30.09, -5.19, 9.13], [-30.14, -3.70, 9.98], [-30.58, -5.12, 10.88], [-26.45, -4.14, 10.02], [-27.79, -3.26, 9.47], [-27.46, -4.87, 8.72], [-26.96, -7.21, 10.04], [-31.79, -15.89, 9.00], [-32.79, -15.81, 10.20], [-32.06, -14.90, 11.31], [-33.95, -14.88, 9.73], [-35.21, -14.90, 10.64], [-35.51, -16.38, 10.88], [-34.44, -17.25, 11.54], [-34.07, -16.91, 12.98], [-34.92, -18.74, 11.54], [-33.22, -17.13, 10.68], [-32.17, -17.99, 11.00], [-30.81, -16.22, 9.34], [-32.25, -16.56, 8.27], [-31.52, -14.90, 8.63], [-31.55, -14.02, 10.94], [-32.71, -14.43, 12.04], [-31.35, -15.42, 11.95], [-33.67, -13.87, 9.40], [-34.25, -15.28, 8.76], [-34.94, -14.40, 11.57], [-36.09, -14.31, 10.37], [-35.95, -16.80, 9.97], [-36.31, -16.33, 11.62], [-34.94, -17.03, 13.62], [-33.72, -15.92, 13.27], [-33.24, -17.51, 13.38], [-34.16, -19.49, 11.73], [-35.14, -19.04, 10.51], [-35.76, -18.95, 12.19], [-31.67, -17.57, 11.70], [-28.48, -13.23, 10.57], [-29.26, -12.09, 10.96], [-28.71, -10.73, 10.44], [-27.37, -10.59, 11.08], [-27.55, -13.07, 10.76], [-30.35, -12.12, 10.83], [-29.39, -12.06, 12.04], [-29.25, -9.87, 10.84], [-28.64, -10.62, 9.36], [-26.92, -9.94, 10.54]],
  "e_homo_ev": -7.88,
  "homo_lumo_gap_ev": 8.3,
  "de_lowest_kj_mol": 558.2,
  "multiplicity": 1,
  "smiles": "CC1(C)CCCC(C)(C)N1O.CC1(C)CCCC(C)(C)N1O.CC1(C)CCCC(C)(C)N1O.CC1(C)CCCC(C)(C)N1O.CC1(C)CCCC(C)(C)N1O.OCCO",
  "total_energy_ev": -72147.795
}



Entry 3:
{
  "formula": "C47H103F9NS",
  "method": "ωB97M-V/def2-TZVPD",
  "elements": ["F", "C", "F", "C", "C", "C", "C", "C", "C", "C", "C", "C", "N", "C", "F", "F", "S", "F", "F", "F", "F", "F", "H", "H", "H", "H", "H", "H", "H", "H", "H", "H", "H", "H", "H", "H", "H", "H", "H", "H", "H", "C", "C", "C", "C", "C", "C", "H", "H", "H", "H", "H", "H", "H", "H", "H", "H", "H", "H", "H", "H", "C", "C", "C", "C", "C", "C", "H", "H", "H", "H", "H", "H", "H", "H", "H", "H", "H", "H", "H", "H", "C", "C", "C", "C", "C", "C", "H", "H", "H", "H", "H", "H", "H", "H", "H", "H", "H", "H", "H", "H", "C", "C", "C", "C", "C", "C", "H", "H", "H", "H", "H", "H", "H", "H", "H", "H", "H", "H", "H", "H", "C", "C", "C", "C", "C", "C", "H", "H", "H", "H", "H", "H", "H", "H", "H", "H", "H", "H", "H", "H", "C", "C", "C", "C", "C", "C", "H", "H", "H", "H", "H", "H", "H", "H", "H", "H", "H", "H", "H", "H"],
  "coordinates": [[-0.20, -3.81, -0.70], [-0.30, -2.80, 0.23], [-0.70, -3.39, 1.38], [1.06, -2.14, 0.38], [1.98, -2.31, -0.83], [3.04, -1.20, -0.96], [4.22, -1.71, -1.77], [5.49, -0.86, -1.83], [6.12, -0.50, -0.48], [5.80, 0.88, 0.09], [5.88, 1.95, -1.00], [4.88, 1.59, -2.07], [5.35, 0.35, -2.73], [-1.45, -1.89, -0.32], [-0.89, -1.06, -1.22], [-2.37, -2.63, -0.96], [-2.39, -0.90, 1.01], [-3.66, -0.83, 0.07], [-1.90, 0.49, 0.41], [-1.12, -0.93, 1.95], [-2.91, -2.26, 1.61], [-3.17, -0.11, 2.12], [0.94, -1.08, 0.58], [1.54, -2.57, 1.25], [1.41, -2.31, -1.75], [2.48, -3.27, -0.75], [3.36, -0.85, 0.02], [2.54, -0.37, -1.47], [3.94, -1.91, -2.80], [4.57, -2.65, -1.37], [6.20, -1.50, -2.35], [5.83, -1.27, 0.22], [7.20, -0.57, -0.59], [6.50, 1.11, 0.88], [4.79, 0.91, 0.49], [6.89, 2.04, -1.41], [5.61, 2.91, -0.59], [4.77, 2.37, -2.81], [3.91, 1.44, -1.61], [4.73, 0.09, -3.50], [6.25, 0.54, -3.16], [6.32, 5.23, -2.82], [7.65, 5.61, -3.47], [8.84, 4.84, -2.88], [9.09, 5.09, -1.39], [9.32, 6.55, -1.01], [10.55, 7.16, -1.67], [6.31, 5.47, -1.76], [5.49, 5.77, -3.28], [6.13, 4.16, -2.93], [7.81, 6.68, -3.38], [7.60, 5.39, -4.54], [9.73, 5.09, -3.45], [8.68, 3.77, -3.03], [9.96, 4.50, -1.09], [8.25, 4.70, -0.81], [9.43, 6.61, 0.07], [8.43, 7.14, -1.25], [11.45, 6.61, -1.41], [10.69, 8.19, -1.35], [10.46, 7.17, -2.76], [-3.03, -5.80, -0.45], [-2.34, -6.99, -1.10], [-2.39, -6.97, -2.63], [-3.80, -7.02, -3.23], [-4.63, -8.23, -2.81], [-4.02, -9.56, -3.25], [-4.10, -5.77, -0.69], [-2.94, -5.85, 0.63], [-2.58, -4.87, -0.79], [-2.78, -7.92, -0.73], [-1.30, -7.00, -0.79], [-1.80, -7.80, -3.02], [-1.90, -6.05, -2.98], [-3.71, -7.01, -4.32], [-4.35, -6.11, -2.96], [-5.62, -8.14, -3.25], [-4.77, -8.24, -1.73], [-3.90, -9.60, -4.33], [-4.66, -10.40, -2.96], [-3.04, -9.73, -2.79], [6.25, -5.53, -0.25], [4.81, -5.69, 0.24], [4.51, -7.06, 0.84], [4.69, -8.23, -0.14], [3.85, -8.14, -1.41], [2.35, -8.14, -1.16], [6.48, -6.23, -1.05], [6.42, -4.52, -0.64], [6.96, -5.70, 0.56], [4.12, -5.48, -0.59], [4.61, -4.93, 1.00], [3.50, -7.06, 1.23], [5.17, -7.22, 1.69], [4.44, -9.15, 0.39], [5.74, -8.32, -0.41], [4.10, -9.00, -2.04], [4.13, -7.25, -1.98], [2.04, -9.04, -0.62], [1.80, -8.11, -2.10], [2.04, -7.27, -0.57], [-4.65, -1.50, 5.33], [-5.57, -2.50, 4.64], [-6.23, -1.95, 3.38], [-7.14, -0.74, 3.60], [-8.29, -0.97, 4.59], [-9.26, -2.06, 4.14], [-5.19, -0.62, 5.67], [-4.17, -1.94, 6.21], [-3.86, -1.16, 4.66], [-6.32, -2.85, 5.35], [-4.98, -3.38, 4.36], [-6.79, -2.75, 2.90], [-5.45, -1.66, 2.67], [-7.56, -0.44, 2.64], [-6.55, 0.11, 3.95], [-8.84, -0.03, 4.71], [-7.89, -1.22, 5.58], [-9.70, -1.82, 3.17], [-10.08, -2.17, 4.86], [-8.77, -3.03, 4.05], [-4.50, 3.99, -0.14], [-4.91, 3.30, 1.16], [-5.81, 2.08, 0.97], [-7.15, 2.40, 0.29], [-7.99, 3.46, 1.00], [-8.40, 3.05, 2.41], [-5.37, 4.36, -0.69], [-3.87, 4.85, 0.09], [-3.94, 3.32, -0.79], [-5.42, 4.02, 1.80], [-4.01, 2.99, 1.70], [-5.99, 1.62, 1.94], [-5.30, 1.31, 0.38], [-7.73, 1.47, 0.22], [-6.97, 2.71, -0.74], [-8.89, 3.64, 0.40], [-7.45, 4.41, 1.03], [-8.97, 2.12, 2.40], [-9.03, 3.82, 2.87], [-7.54, 2.91, 3.06], [0.55, 9.27, 1.84], [-0.20, 8.19, 1.06], [-0.94, 8.72, -0.17], [-2.02, 9.75, 0.13], [-3.11, 9.27, 1.09], [-3.90, 8.07, 0.56], [-0.13, 10.03, 2.23], [1.08, 8.84, 2.69], [1.28, 9.77, 1.20], [-0.90, 7.68, 1.73], [0.51, 7.43, 0.73], [-1.37, 7.88, -0.72], [-0.21, 9.18, -0.85], [-2.49, 10.05, -0.81], [-1.57, 10.66, 0.54], [-3.80, 10.09, 1.28], [-2.67, 9.01, 2.06], [-4.38, 8.32, -0.39], [-4.68, 7.79, 1.27], [-3.26, 7.20, 0.41]],
  "e_homo_ev": -11.92,
  "homo_lumo_gap_ev": 8.8,
  "total_charge": 1,
  "multiplicity": 1,
  "total_energy_ev": -87186.876
}